The following is a quantum chemistry calculation of 11 unconnected molecules or ions with the total composition C18H29BCl27F4N, from the Open Molecules 2025 dataset.

Structure (XYZ):
```
80
Properties=species:S:1:pos:R:3
C 13.0285 15.7527 10.1265
C 13.2457 14.8470 11.3230
C 13.0504 13.4396 10.8876
N 13.0714 12.4223 12.0370
C 12.7298 11.0723 11.4081
C 12.8503 9.9265 12.4152
C 14.2281 9.9376 13.1112
C 14.4297 11.2405 13.8163
C 14.4171 12.3720 12.7763
C 12.0498 12.7253 13.1030
H 13.1320 16.8238 10.3127
H 11.9572 15.6308 9.9563
H 13.5555 15.4632 9.2105
H 12.4915 15.1512 12.0489
H 14.1812 15.0564 11.8470
H 13.8213 13.0438 10.1966
H 12.1208 13.3092 10.3661
H 13.3821 10.9502 10.5804
H 11.7169 11.2274 11.0493
H 12.6932 9.0626 11.7573
H 12.0095 9.8813 13.0930
H 14.9189 9.8559 12.3023
H 14.3005 9.0764 13.7697
H 15.3955 11.1900 14.3349
H 13.6396 11.4506 14.5701
H 15.1937 12.2269 12.0122
H 14.5814 13.3464 13.1968
H 12.5021 13.2296 13.9060
H 11.5584 11.8123 13.4277
H 11.2594 13.3157 12.6330
B 8.8813 10.9619 12.0655
F 7.5491 10.9086 12.2417
F 9.3550 12.1412 11.3248
F 9.5094 10.9205 13.3077
F 9.3378 9.8816 11.3028
C 16.7195 10.5078 8.9047
Cl 15.3790 11.5439 8.3383
Cl 16.2277 8.8395 8.8357
Cl 17.4419 10.8292 10.4895
H 17.5520 10.6206 8.2069
C 10.0906 11.3126 8.2501
Cl 8.7333 11.0789 7.1630
Cl 10.6977 12.9827 8.1603
Cl 11.3719 10.1355 7.9009
H 9.6982 11.0930 9.2385
C 10.5790 15.7715 15.6029
Cl 9.9382 14.1404 15.4029
Cl 11.9939 16.1373 14.5399
Cl 10.9340 16.1826 17.2608
H 9.7178 16.3486 15.3518
C 19.6130 12.2474 15.0010
Cl 20.1006 12.0972 13.2872
Cl 18.7715 10.7884 15.6052
Cl 18.5249 13.6260 15.1418
H 20.5370 12.4223 15.5264
C 9.7760 7.2039 13.3590
Cl 8.3592 6.2171 13.6539
Cl 10.5019 6.7711 11.8203
Cl 11.0038 6.9791 14.6746
H 9.5248 8.2846 13.3147
C 16.3975 6.9923 16.1232
Cl 15.6069 8.5180 16.4447
Cl 15.4686 6.0838 14.8934
Cl 16.4450 5.9926 17.5280
H 17.3415 7.2436 15.6694
C 14.6983 13.5457 17.4110
Cl 15.8434 12.2966 17.8874
Cl 13.1437 12.7315 17.0447
Cl 15.2911 14.4801 16.0048
H 14.5997 14.1721 18.2971
C 8.0922 14.8380 11.3111
Cl 9.4286 15.6435 12.1196
Cl 7.4695 15.8366 10.0697
Cl 6.8872 14.4362 12.5021
H 8.5080 13.9130 10.8848
C 18.1289 14.9954 11.7494
Cl 18.0743 14.1929 10.1907
Cl 16.8669 16.1960 11.8072
Cl 19.7159 15.7541 11.9405
H 17.9244 14.3345 12.5696
```

Summary:
HOMO level	-10.5	eV
gap between HOMO and LUMO	10.4375	eV

Results of the Löwdin charge analysis, in e, for atoms 1 through 6: C -0.083; C -0.262; C -0.135; N -0.207; C -0.090; C -0.137



The following is a quantum chemistry calculation of a molecular structure, C38H56BKN8OS, from the Open Molecules 2025 dataset.

Structure (XYZ):
```
106
Properties=species:S:1:pos:R:3
K 1.2912 -1.1349 1.2846
C 2.3602 1.9877 -3.3016
C 1.7235 2.4692 -2.0417
C 2.1258 3.5532 -1.2838
C 1.3662 3.4614 -0.1047
N 0.5740 2.4039 -0.1484
N 0.7715 1.8040 -1.3469
B -0.1197 0.5365 -1.6033
N -1.5195 0.8994 -2.1764
N -2.5089 0.0863 -1.7421
C -3.6221 0.4761 -2.3325
C -3.3678 1.5834 -3.1730
C -2.0130 1.8176 -3.0370
C -1.1978 2.9364 -3.5938
C -4.9258 -0.2251 -2.0325
C -5.8970 0.7752 -1.3932
C -5.5337 -0.7454 -3.3411
C -4.6966 -1.3938 -1.0735
N 0.5929 -0.5952 -2.4030
N 1.2507 -1.4945 -1.6291
C 1.8838 -2.3247 -2.4384
C 1.5897 -2.0087 -3.7786
C 0.7427 -0.9208 -3.7142
C -0.0368 -0.3348 -4.8510
C 2.6906 -3.4863 -1.9057
C 2.6152 -3.5425 -0.3823
C 4.1489 -3.3486 -2.3574
C 2.1127 -4.7899 -2.4731
C 1.3952 4.3339 1.1278
C -0.0328 4.7397 1.5036
C 2.2285 5.5886 0.8685
C 2.0155 3.5400 2.2796
H 3.0009 2.7748 -3.7026
H 2.9667 1.0985 -3.1185
H 1.6417 1.7374 -4.0708
H 2.8850 4.2710 -1.5512
H -0.3346 0.0919 -0.5222
H -4.0569 2.1562 -3.7752
H -1.7520 3.4327 -4.3926
H -0.9585 3.6750 -2.8260
H -0.2612 2.5851 -4.0143
H -6.0945 1.6169 -2.0629
H -6.8502 0.2893 -1.1607
H -5.4770 1.1700 -0.4665
H -5.6735 0.0656 -4.0608
H -4.8766 -1.4906 -3.7948
H -6.5058 -1.2122 -3.1534
H -4.4370 -1.0465 -0.0727
H -5.6058 -1.9999 -1.0075
H -3.8679 -2.0219 -1.3964
H 1.8834 -2.5366 -4.6733
H 0.0576 -1.0001 -5.7106
H -1.0944 -0.2574 -4.5926
H 0.3047 0.6440 -5.1759
H 3.1287 -2.7067 0.0946
H 1.5722 -3.5639 -0.0605
H 3.0934 -4.4539 -0.0132
H 4.5843 -2.4280 -1.9636
H 4.7418 -4.1911 -1.9893
H 4.2222 -3.3239 -3.4482
H 1.0776 -4.9177 -2.1505
H 2.1315 -4.7920 -3.5663
H 2.6925 -5.6462 -2.1164
H -0.4985 5.3102 0.6958
H -0.6453 3.8558 1.6812
H -0.0288 5.3546 2.4096
H 1.8145 6.1693 0.0402
H 2.2412 6.2220 1.7599
H 3.2617 5.3320 0.6225
H 1.4431 2.6305 2.4632
H 3.0389 3.2441 2.0388
H 2.0304 4.1283 3.2026
O 3.8491 -0.9076 2.0055
N 3.6325 -0.4932 3.2264
C 3.9375 0.7941 3.5173
C 3.6880 1.3631 4.7393
C 3.0944 0.5643 5.7220
C 2.8274 -0.7500 5.4388
C 3.1284 -1.3561 4.1916
S 2.9019 -2.9934 3.8571
H 4.3712 1.3133 2.6766
H 3.9338 2.4032 4.9019
H 2.8414 0.9742 6.6928
H 2.3728 -1.4017 6.1719
C -0.5854 1.0542 4.1577
N -0.8350 0.0095 3.1899
C -1.7131 0.5033 2.1352
C -1.4197 -1.1538 3.8559
C -1.5282 -2.4399 3.0371
C -2.1018 -3.5278 3.7017
C -2.2708 -4.7440 3.0570
C -1.8628 -4.8527 1.7322
C -1.2900 -3.7511 1.1012
C -1.0898 -2.4893 1.6999
H -1.5221 1.4380 4.6099
H -0.0779 1.8939 3.6793
H 0.0550 0.6798 4.9591
H -2.6875 0.8285 2.5540
H -1.8707 -0.2867 1.4019
H -1.2478 1.3526 1.6283
H -2.4278 -0.8765 4.2325
H -0.8079 -1.3569 4.7431
H -2.4161 -3.4279 4.7418
H -2.7061 -5.5908 3.5790
H -1.9868 -5.7932 1.1986
H -0.9886 -3.8934 0.0586
```

Summary:
HOMO level	-0.8	eV
gap between HOMO and LUMO	4.9312	eV
total charge	-2

Results of the Löwdin charge analysis, in e, for atoms 1 through 6: K 0.617; C -0.019; C -0.294; C 0.004; C -0.278; N 0.150



The following is a quantum chemistry calculation of a single C3H4N2OS molecule, from the Open Molecules 2025 dataset.

Structure (XYZ):
```
11
Properties=species:S:1:pos:R:3
N -0.8677 -0.3669 -1.3944
C -0.3836 0.0728 -0.1653
C -1.1042 0.6205 0.9310
N -0.3439 0.8501 1.9639
O 0.9179 0.4786 1.6073
C 0.8922 0.0171 0.3305
S 2.3862 -0.4610 -0.4317
H -1.6211 0.2135 -1.7951
H -0.1485 -0.5245 -2.0343
H -2.1562 0.8209 0.9870
H 2.4289 -1.7210 0.0011
```

Summary:
HOMO level	-8.8	eV
SMILES	Nc1cnoc1S
gap between HOMO and LUMO	9.4452	eV

Results of the Löwdin charge analysis, in e, for atoms 1 through 6: N 0.103; C -0.326; C -0.091; N 0.063; O -0.074; C -0.655



The following is a quantum chemistry calculation of a molecular structure, C37H36BF5N2O5STi, from the Open Molecules 2025 dataset.

Structure (XYZ):
```
88
Properties=species:S:1:pos:R:3
Ti -0.1875 1.8956 -0.3621
O 0.4875 2.8861 5.6369
C 0.3530 2.6945 4.4528
C -0.9719 2.5393 3.7138
O -2.0784 2.6377 4.2056
C -0.5848 2.2163 2.3443
C 0.7982 2.2347 2.1844
O 1.2788 1.9786 1.0067
C 1.4804 2.5145 3.4409
O 2.6702 2.5828 3.6863
O -1.3203 1.9229 1.3266
F -5.4398 3.3871 -2.0934
C -4.1710 3.6625 -1.7068
C -3.2437 2.6561 -1.4738
F -3.7006 1.3770 -1.6126
C -1.9521 2.9139 -1.1131
F 0.5452 1.7115 -2.0140
C -1.5624 4.2532 -0.9148
S 0.0848 4.5002 -0.3556
C -2.4816 5.2667 -1.1415
F -2.1612 6.5699 -0.9729
C -3.7759 4.9749 -1.5412
F -4.6612 5.9709 -1.7689
C -3.0898 -0.5400 1.0107
C -2.8009 -0.5266 2.5091
C -3.6605 -1.6033 3.1891
C -1.3576 -0.6554 2.9926
C -1.1536 -0.3288 4.3362
C 0.0961 -0.3713 4.9233
C 1.1928 -0.7493 4.1647
C 1.0461 -1.0662 2.8218
C 2.2725 -1.4753 2.0153
C 3.3764 -0.4168 2.0318
C 2.8069 -2.8224 2.5077
C -0.2363 -1.0169 2.2430
N -0.3092 -1.3266 0.8553
B -0.0497 -0.4030 -0.2361
N 0.3328 -1.3184 -1.3042
C 0.2391 -2.6376 -0.8567
C -0.1377 -2.6379 0.4371
C 0.8891 -1.0864 -2.5947
C 2.2582 -0.8052 -2.7008
C 2.8209 -0.7252 -3.9689
C 2.0496 -0.9051 -5.1056
C 0.6918 -1.1418 -4.9825
C 0.0899 -1.2265 -3.7304
C -1.4124 -1.3774 -3.6238
C -2.0923 -0.1379 -4.2087
C -1.9161 -2.6553 -4.2950
C 3.1225 -0.5730 -1.4766
C 4.0871 -1.7382 -1.2506
C 3.8656 0.7607 -1.5558
H -4.1663 -0.4090 0.8670
H -2.7975 -1.4805 0.5415
H -2.5902 0.2757 0.4929
H -3.1220 0.4541 2.8772
H -3.3585 -2.5962 2.8427
H -4.7133 -1.4620 2.9322
H -3.5676 -1.5860 4.2753
H -1.9965 0.0299 4.9164
H 0.2211 -0.0675 5.9552
H 2.1790 -0.7617 4.6134
H 1.9694 -1.6053 0.9754
H 3.7042 -0.1774 3.0445
H 3.0437 0.5069 1.5695
H 4.2459 -0.7836 1.4761
H 3.1837 -2.7406 3.5314
H 3.6278 -3.1622 1.8710
H 2.0251 -3.5852 2.4975
H 0.4664 -3.4722 -1.5016
H -0.2647 -3.4725 1.1095
H 3.8784 -0.5071 -4.0679
H 2.5034 -0.8369 -6.0877
H 0.0818 -1.2395 -5.8738
H -1.6698 -1.4305 -2.5649
H -1.8957 -0.0618 -5.2825
H -1.7191 0.7681 -3.7303
H -3.1722 -0.1795 -4.0568
H -1.7152 -2.6450 -5.3698
H -2.9957 -2.7537 -4.1596
H -1.4352 -3.5396 -3.8712
H 2.4636 -0.5151 -0.6121
H 4.7765 -1.8431 -2.0941
H 3.5444 -2.6797 -1.1376
H 4.6791 -1.5731 -0.3469
H 4.6214 0.7519 -2.3472
H 4.3690 0.9648 -0.6082
H 3.1684 1.5752 -1.7508
```

Summary:
HOMO level (spin up / spin down)	-2.0 / -2.0	eV
gap between HOMO and LUMO (spin up / spin down)	6.1877 / 6.1883	eV
total charge	-2

Results of the Löwdin charge analysis, in e, for atoms 1 through 6: Ti 1.012; O 0.102; C -0.266; C -0.292; O 0.085; C -0.283



The following is a quantum chemistry calculation of 2 unconnected molecules or ions with the total composition C3H6N2O, from the Open Molecules 2025 dataset.

Structure (XYZ):
```
12
Properties=species:S:1:pos:R:3
C 1.2271 -0.0444 0.2144
N -1.0037 -1.5612 -0.6953
C -0.2345 0.1331 0.5826
C -0.9612 1.1536 0.0870
O 1.3724 -1.1989 -0.2889
N 2.1026 0.8846 0.4240
H -0.6979 -1.2454 -1.6230
H -0.3698 -2.3454 -0.5189
H 1.6733 1.7113 0.8334
H -0.5841 -0.5927 1.3060
H -0.4828 2.0130 -0.3685
H -2.0414 1.0924 0.0469
```

Summary:
HOMO level (spin up / spin down)	-9.3 / -9.2	eV
gap between HOMO and LUMO (spin up / spin down)	6.1899 / 6.9492	eV

Results of the Löwdin charge analysis, in e, for atoms 1 through 6: C -0.646; N 0.157; C -0.109; C 0.099; O -0.004; N 0.130



The following is a quantum chemistry calculation of a molecular structure, C41H40N7O3ReS2Si, from the Open Molecules 2025 dataset.

Structure (XYZ):
```
95
Properties=species:S:1:pos:R:3
Re -0.6856 0.2798 1.5104
C -2.2432 -1.6475 3.8585
O -1.4863 -0.4952 3.5272
C -1.1856 0.4276 4.5038
C -1.2193 0.1693 5.8637
C -0.9026 1.1771 6.7621
C -0.5538 2.4412 6.3121
C -0.5267 2.7127 4.9569
C -0.8419 1.7151 4.0364
N -0.9053 1.9313 2.6565
N -1.1090 3.1208 2.2650
C -1.6061 3.3918 1.0594
C -2.4241 2.4097 0.3781
O -2.4442 1.1618 0.6932
C -3.3388 2.9067 -0.5955
C -3.3167 4.2027 -1.0016
C -2.3877 5.1398 -0.4782
C -2.2925 6.4436 -0.9854
C -1.3845 7.3298 -0.4612
C -0.5716 6.9475 0.6082
C -0.6402 5.6725 1.1204
C -1.5414 4.7432 0.5824
H -3.0517 -1.3898 4.5456
H -1.6146 -2.4208 4.3083
H -2.6623 -2.0225 2.9224
H -1.4859 -0.8097 6.2288
H -0.9292 0.9600 7.8185
H -0.2931 3.2089 7.0248
H -0.2511 3.6882 4.5888
H -4.0373 2.2049 -1.0225
H -4.0071 4.5444 -1.7581
H -2.9441 6.7347 -1.7955
H -1.3052 8.3249 -0.8703
H 0.1130 7.6644 1.0316
H 0.0102 5.3686 1.9252
S 0.2925 1.0158 -0.5673
C 0.1490 -0.3839 -1.5986
N 0.2534 -0.1718 -2.9353
C 0.4133 -1.3032 -3.8272
C -0.3088 -2.5280 -3.2711
N 0.0988 -2.7639 -1.9037
C 0.8392 -3.9672 -1.6145
C 2.1773 -4.0066 -2.3228
C 2.9522 -2.8595 -2.4532
C 4.1723 -2.9081 -3.1055
C 4.6432 -4.1109 -3.6046
C 3.8917 -5.2633 -3.4478
C 2.6590 -5.2094 -2.8207
C 0.1421 -1.6804 -1.0779
S -0.2372 -1.9568 0.6376
C -0.3132 1.0251 -3.5359
C -1.6943 0.6762 -4.0346
C -2.6700 0.2962 -3.1195
C -3.9006 -0.1564 -3.5602
C -4.1679 -0.2370 -4.9178
C -3.2038 0.1484 -5.8332
C -1.9712 0.6009 -5.3927
H 1.4797 -1.5187 -3.9493
H -0.0050 -1.0456 -4.7989
H -0.0795 -3.4114 -3.8681
H -1.3909 -2.3455 -3.2879
H 0.2316 -4.8288 -1.9090
H 0.9999 -4.0077 -0.5373
H 2.6072 -1.9218 -2.0408
H 4.7524 -2.0032 -3.2127
H 5.5970 -4.1504 -4.1069
H 4.2642 -6.2071 -3.8159
H 2.0774 -6.1122 -2.7051
H 0.3348 1.3486 -4.3522
H -0.3398 1.8095 -2.7787
H -2.4613 0.3507 -2.0598
H -4.6479 -0.4589 -2.8426
H -5.1165 -0.6195 -5.2624
H -3.4004 0.0858 -6.8926
H -1.2210 0.9017 -6.1101
O 1.2484 0.1486 2.2760
N 1.8189 1.3274 2.2740
C 3.0434 1.5307 2.6441
C 3.9557 0.5571 3.1206
N 4.6362 -0.2888 3.4935
C 3.5178 2.8628 2.5367
N 3.9144 3.9320 2.4368
C 3.0903 -1.9269 0.8893
Si 1.6482 -2.6693 1.8751
C 1.4183 -4.5626 1.7597
C 1.4081 -2.3111 3.7269
H 3.8778 -1.6152 1.5697
H 2.7951 -1.0443 0.3243
H 3.5235 -2.6444 0.1970
H 1.6116 -5.0180 2.7253
H 2.0974 -5.0295 1.0556
H 0.4075 -4.8444 1.4803
H 2.3871 -2.3276 4.2001
H 0.8058 -3.0874 4.1915
H 0.9614 -1.3481 3.9410
```

Summary:
HOMO level (spin up / spin down)	-9.4 / -9.3	eV
multiplicity	2
gap between HOMO and LUMO (spin up / spin down)	4.6162 / 4.6574	eV
<S²>	0.777
total charge	+1

Results of the Löwdin charge analysis, in e, for atoms 1 through 6: Re 1.200; C -0.031; O -0.250; C -0.217; C -0.002; C -0.052



Calculated values (kJ/mol) of energy above the lowest of the compared OMol25 structures with the same formula, charge and spin for the records, taken in order: 0.0; 88.6; 189.7; 0.0; 662.1; 45.5.